Entry 1:
54
Properties=species:S:1:pos:R:3:forces:R:3:lowdin_charge:R:1 method="wB97M-V/def2-TZVPD" mol_weight_g_mol=737.54 energy_ev=-172469.84359 multiplicity=6 s2=8.774 homo_ev="-10.22 / -10.96" charge=+1
Ir 0.195 -0.457 -1.314 2.75 -0.63 -3.16 1.111
O -0.052 3.207 -2.823 0.71 -1.14 0.82 0.039
C 0.872 3.865 -2.052 -0.31 -0.41 -0.36 -0.254
C 0.996 5.241 -2.230 0.41 0.06 0.35 0.004
C 1.941 5.947 -1.488 -0.14 -0.48 0.01 -0.060
C 2.752 5.272 -0.575 0.02 -0.36 0.11 -0.081
C 2.616 3.890 -0.398 -0.40 0.29 -0.41 -0.034
C 1.673 3.153 -1.137 0.35 0.74 0.95 -0.094
C 1.497 1.646 -0.845 0.46 4.14 0.77 -0.491
O 1.276 1.013 -1.987 0.65 0.83 -2.63 -0.336
N 0.312 1.501 0.038 1.54 3.68 2.13 0.020
N -0.026 0.232 0.393 2.30 1.40 2.45 -0.186
C -1.285 0.018 0.221 -5.49 -1.10 -0.77 -0.304
C -1.801 -1.353 0.325 -1.74 0.08 2.84 -0.573
Br -1.095 -2.472 -0.982 -6.53 -3.08 3.00 1.094
C -2.628 -1.770 1.295 0.30 -0.49 -0.52 -0.052
C -3.112 -0.985 2.438 0.01 0.30 0.40 -0.227
C -4.464 -1.061 2.797 -0.14 0.16 0.35 -0.024
C -4.939 -0.380 3.920 0.24 -0.07 -0.28 -0.058
C -4.066 0.375 4.701 0.09 -0.04 -0.13 -0.066
C -2.716 0.445 4.362 -0.05 -0.16 -0.25 -0.065
C -2.240 -0.238 3.241 -0.07 0.32 0.07 -0.035
H 0.184 2.250 -2.645 -0.60 1.13 -0.73 0.053
H 0.362 5.745 -2.950 0.02 -0.15 0.04 0.125
H 2.045 7.018 -1.625 -0.01 -0.13 0.02 0.112
H 3.490 5.818 0.004 -0.09 -0.09 -0.08 0.105
H 3.247 3.378 0.323 0.01 0.04 -0.05 0.111
H 2.360 1.346 -0.233 0.30 -0.45 -0.31 0.149
H 0.544 2.036 0.871 -0.60 0.48 0.18 0.165
H -2.013 0.794 -0.077 0.66 -0.11 0.51 0.166
H -2.958 -2.806 1.289 -0.12 0.06 -0.23 0.126
H -5.157 -1.650 2.201 0.15 0.05 0.05 0.120
H -5.991 -0.440 4.186 0.17 -0.01 -0.07 0.112
H -4.434 0.907 5.574 0.05 -0.10 -0.13 0.112
H -2.027 1.027 4.969 -0.12 -0.12 -0.08 0.110
H -1.177 -0.187 3.009 -0.22 -0.12 0.01 0.109
N 0.913 -2.249 -1.986 3.22 -1.55 -4.99 -0.369
C 1.512 -3.054 -1.001 2.79 -1.63 1.39 -0.428
C 2.224 -2.448 0.035 0.15 -0.73 0.59 -0.058
C 2.933 -3.221 0.958 -0.21 -0.23 -0.32 -0.044
C 2.970 -4.607 0.822 -0.03 0.11 -0.01 -0.059
C 2.308 -5.217 -0.242 -0.14 0.34 -0.07 -0.049
C 1.596 -4.440 -1.160 0.01 -0.10 0.31 -0.031
H 0.198 -2.769 -2.515 0.61 -0.09 -0.12 -0.003
H 1.558 -2.120 -2.780 0.59 0.31 0.39 0.143
H 2.210 -1.366 0.137 0.23 -0.68 0.29 0.045
H 3.459 -2.738 1.777 -0.08 -0.05 -0.17 0.116
H 3.523 -5.209 1.538 -0.10 0.09 -0.13 0.115
H 2.353 -6.296 -0.363 -0.04 0.20 -0.03 0.117
H 1.105 -4.931 -1.995 -0.03 0.07 0.00 0.123
Se -0.905 -0.452 -3.615 -1.51 0.35 -2.24 0.833
C -1.722 -0.447 -5.322 0.41 -0.04 0.30 -0.639
N -2.221 -0.445 -6.366 0.05 -0.01 0.24 0.096
H 1.808 -0.316 -0.719 -0.49 -0.86 -0.30 0.090


Entry 2:
61
Properties=species:S:1:pos:R:3:forces:R:3:lowdin_charge:R:1 method="wB97M-V/def2-TZVPD" mol_weight_g_mol=857.22 de_lowest_kcal_mol=4.9 energy_ev=-194595.15234 multiplicity=3 s2=2.014 homo_ev="-10.44 / -10.70" charge=+1
W -0.003 0.619 0.219 -0.16 -0.02 -0.07 1.511
O -1.644 1.894 -0.406 0.00 0.05 0.01 -0.276
C -3.031 1.586 -0.414 -0.02 0.01 0.05 -0.154
C -3.119 0.136 -0.069 -0.02 -0.01 0.01 -0.251
C -4.336 -0.518 -0.074 0.01 0.01 0.00 0.017
C -4.392 -1.833 0.348 0.01 -0.01 0.00 -0.003
C -3.226 -2.443 0.781 0.00 0.00 0.01 -0.002
C -2.047 -1.734 0.740 -0.01 0.00 -0.01 -0.109
N -1.975 -0.463 0.300 0.05 0.04 -0.02 -0.007
H -1.417 2.832 -0.479 -0.01 0.01 0.00 0.132
H -3.456 1.794 -1.397 0.00 0.01 0.00 0.140
H -3.554 2.182 0.337 0.00 0.01 0.00 0.122
H -5.223 0.008 -0.398 0.00 0.00 0.00 0.134
H -5.331 -2.370 0.349 0.00 0.00 0.00 0.127
H -3.213 -3.464 1.132 0.00 0.00 0.00 0.128
H -1.126 -2.193 1.059 0.00 0.00 0.00 0.095
O 4.369 4.077 2.391 0.00 0.00 0.00 0.156
C 4.869 2.921 1.980 0.00 0.00 0.00 -0.485
O 6.031 2.641 2.063 0.00 0.00 0.00 0.139
C 3.910 1.932 1.397 0.00 -0.01 0.02 -0.012
C 4.283 0.691 0.910 0.00 0.01 -0.04 0.063
N 3.173 0.073 0.479 0.00 -0.01 0.02 0.081
N 2.100 0.840 0.662 0.11 0.00 0.03 -0.123
C 2.527 1.970 1.209 0.00 0.01 0.00 -0.119
C 1.444 2.962 1.427 0.01 0.01 0.00 -0.502
O 1.634 4.042 1.937 -0.01 0.00 0.00 0.133
O 0.296 2.508 0.996 0.04 -0.03 0.00 -0.237
H 3.398 4.157 2.254 0.00 0.00 0.01 0.080
H 5.260 0.240 0.852 0.00 0.00 0.00 0.156
H 3.059 -0.826 0.035 0.00 -0.01 0.01 0.150
Br -2.129 1.860 2.968 -0.02 0.00 -0.04 0.922
C -0.818 0.598 3.446 -0.01 -0.02 0.04 -0.688
C -0.690 0.312 4.796 0.00 0.01 -0.01 -0.086
C 0.230 -0.642 5.185 0.01 -0.01 0.00 -0.018
C 0.978 -1.285 4.209 -0.01 0.01 0.00 -0.018
C 0.791 -0.931 2.893 0.01 0.00 0.01 -0.111
N -0.088 0.013 2.495 0.00 0.01 -0.01 -0.060
H -1.309 0.830 5.512 0.00 0.00 0.00 0.110
H 0.353 -0.884 6.232 0.00 0.00 0.00 0.127
H 1.698 -2.051 4.458 0.00 0.00 0.00 0.123
H 1.340 -1.422 2.104 0.01 0.00 0.00 0.098
Se 0.893 1.377 -2.071 -0.03 -0.05 0.05 0.763
C -0.115 0.469 -3.434 -0.05 0.00 0.04 -0.618
C -1.502 0.422 -3.427 -0.01 0.00 -0.03 -0.133
C -2.186 -0.249 -4.428 0.00 0.01 0.02 -0.072
C -1.489 -0.865 -5.457 0.01 0.00 -0.01 -0.074
C -0.104 -0.792 -5.485 -0.03 0.00 -0.01 -0.069
C 0.582 -0.130 -4.477 0.03 0.02 0.00 -0.152
H -2.050 0.924 -2.643 0.03 -0.05 -0.05 0.065
H -3.268 -0.285 -4.411 0.00 0.00 0.00 0.107
H -2.022 -1.388 -6.239 0.00 0.00 0.00 0.108
H 0.447 -1.250 -6.296 0.00 0.00 0.00 0.110
H 1.663 -0.068 -4.511 0.00 0.00 0.01 0.100
C 1.894 -2.316 -2.092 -0.03 0.01 -0.02 -0.124
S 0.508 -2.453 -1.013 0.12 -0.05 -0.02 0.469
O -0.694 -2.226 -1.755 -0.02 0.01 -0.04 -0.272
O 0.642 -3.649 -0.237 -0.02 0.02 0.01 -0.276
O 0.724 -1.264 -0.016 -0.02 0.07 0.01 -0.592
H 1.725 -3.015 -2.908 0.00 0.00 0.00 0.089
H 2.793 -2.602 -1.547 0.00 0.00 0.00 0.073
H 1.940 -1.296 -2.470 0.02 -0.03 0.02 0.017


Entry 3:
49
Properties=species:S:1:pos:R:3:forces:R:3:lowdin_charge:R:1 method="wB97M-V/def2-TZVPD" mol_weight_g_mol=553.83 de_lowest_kcal_mol=7.6 energy_ev=-81115.59567 multiplicity=1 homo_ev=-14.46 charge=+2
Lu -1.418 -0.836 1.439 -0.17 0.99 1.61 1.252
Cl -1.753 0.943 3.009 -0.17 -0.67 -0.18 -0.026
P -0.053 0.938 0.052 0.19 0.40 -0.83 0.984
C -1.538 0.168 -0.790 0.30 0.06 -0.20 -0.490
C -1.309 -0.846 -1.743 -0.75 0.15 0.56 -0.107
C -2.410 -1.605 -2.180 0.00 0.00 0.07 -0.037
C -3.672 -1.435 -1.585 0.49 -0.76 -0.68 -0.032
C -3.860 -0.557 -0.524 -0.02 1.34 -0.28 -0.061
C -2.835 0.350 -0.185 -0.01 -0.78 -0.95 -0.240
C -0.398 2.687 -0.190 0.33 0.89 -0.08 -0.378
C 0.440 3.634 0.454 -0.42 -0.44 -0.15 -0.071
C 0.192 4.998 0.281 0.22 -0.18 -0.11 -0.048
C -0.843 5.412 -0.568 0.23 -0.20 0.16 -0.046
C -1.607 4.483 -1.267 0.15 -0.24 -0.09 -0.049
C -1.381 3.109 -1.103 0.46 0.62 0.44 -0.084
C 1.477 0.525 -0.842 -0.17 -0.49 0.27 -0.385
C 2.469 -0.263 -0.190 -0.70 0.31 -0.13 -0.094
C 3.622 -0.615 -0.891 -0.03 0.24 -0.26 -0.057
C 3.783 -0.175 -2.219 -0.10 -0.13 0.85 -0.039
C 2.812 0.614 -2.827 -0.13 0.22 -0.25 -0.047
C 1.641 0.977 -2.155 0.52 -0.23 0.11 -0.074
H 1.293 3.247 1.031 -0.48 0.49 -0.04 0.116
H 0.826 5.755 0.758 -0.27 -0.46 -0.15 0.124
H -1.004 6.476 -0.718 -0.06 -0.20 0.04 0.121
H -2.345 4.838 -1.984 0.11 -0.17 0.17 0.119
H -1.898 2.391 -1.724 -0.22 0.10 0.10 0.100
H -0.273 -1.030 -2.066 -0.68 0.10 -0.14 0.114
H -2.272 -2.357 -2.967 -0.13 0.38 0.29 0.134
H -4.521 -1.994 -1.985 0.31 0.05 0.30 0.133
H -4.866 -0.421 -0.118 0.38 -0.10 0.06 0.135
H -3.046 1.128 0.557 0.27 -0.06 -0.29 0.093
H 2.290 -0.540 0.867 0.33 0.06 -0.78 0.085
H 4.427 -1.193 -0.431 -0.39 0.18 -0.04 0.118
H 4.709 -0.433 -2.731 -0.31 0.10 -0.05 0.123
H 2.989 0.971 -3.838 -0.11 -0.05 0.12 0.121
H 0.880 1.617 -2.617 0.38 -0.27 0.09 0.124
H -0.768 -3.118 -0.518 0.21 -0.06 -0.15 0.076
H -0.043 -2.980 -0.413 -0.07 -0.08 -0.11 0.099
C 1.584 -4.129 3.275 0.33 0.58 -0.06 0.011
C 1.954 -2.861 3.748 0.10 0.11 0.37 0.002
C 1.205 -1.750 3.394 -0.74 -0.79 -1.28 -0.074
N 0.193 -1.874 2.486 -0.95 -1.60 1.13 -0.150
C -0.303 -3.136 2.159 2.15 1.51 0.92 -0.200
C 0.444 -4.252 2.492 -1.34 -1.10 -0.93 -0.032
H 2.169 -5.018 3.499 -0.05 0.24 0.04 0.137
H 2.817 -2.663 4.395 -0.40 -0.52 -0.19 0.138
H 1.365 -0.764 3.815 0.19 0.03 -0.35 0.134
H -1.267 -3.194 1.600 0.77 -0.26 0.26 0.080
H 0.101 -5.221 2.060 0.44 0.71 0.79 0.147


Entry 4:
63
Properties=species:S:1:pos:R:3:forces:R:3:lowdin_charge:R:1 method="wB97M-V/def2-TZVPD" mol_weight_g_mol=645.59 de_lowest_kcal_mol=14.2 energy_ev=-102334.22810 multiplicity=2 s2=0.756 homo_ev="-8.09 / -8.14"
Cr 0.498 -1.052 0.463 -0.49 0.28 1.26 0.858
C 3.438 -3.882 -0.694 0.11 0.02 -0.08 0.013
C 2.538 -2.700 -0.595 0.37 0.14 -0.10 -0.210
N 1.339 -2.770 -0.163 -0.22 -0.38 -0.18 -0.035
N 0.912 -3.988 0.342 0.20 -0.14 -0.30 0.000
C -0.399 -4.353 0.142 -0.08 -0.03 0.02 -0.908
N -0.899 -5.109 1.136 0.00 -0.05 -0.03 0.116
S -1.206 -4.004 -1.260 0.14 -0.06 0.11 0.682
C 2.982 -1.314 -0.906 -0.17 -0.16 0.07 -0.179
C 4.227 -0.984 -1.397 0.25 -0.05 -0.06 0.014
C 4.540 0.357 -1.579 0.07 -0.02 -0.01 -0.030
C 3.607 1.324 -1.258 -0.04 0.07 -0.04 -0.012
C 2.376 0.922 -0.762 -0.17 -0.05 -0.01 -0.059
N 2.078 -0.367 -0.605 0.36 0.27 -0.21 0.001
H 2.870 -4.741 -1.049 -0.02 0.00 0.03 0.096
H 3.843 -4.129 0.291 0.01 0.02 -0.02 0.108
H 4.273 -3.699 -1.366 -0.03 -0.02 0.03 0.075
H 1.360 -4.224 1.216 -0.08 0.04 0.18 0.162
H -0.576 -4.957 2.080 -0.10 0.14 0.01 0.112
H -1.871 -5.342 1.038 -0.06 -0.05 0.04 0.098
H 4.955 -1.753 -1.610 0.00 0.05 -0.02 0.111
H 5.518 0.641 -1.947 -0.03 -0.03 -0.01 0.117
H 3.820 2.378 -1.370 0.00 -0.04 0.02 0.119
H 1.611 1.630 -0.446 0.07 -0.10 0.01 0.114
O -1.575 -2.270 3.644 0.07 -0.10 -0.08 0.061
C -1.029 -1.531 2.843 0.01 0.14 -0.12 -0.541
O -0.826 -1.865 1.599 0.02 -0.13 -0.20 -0.131
C -0.580 -0.157 3.307 0.00 -0.05 -0.24 -0.039
C -0.582 0.062 4.657 -0.08 0.00 0.29 0.076
C -0.240 1.307 5.172 -0.01 -0.09 0.18 -0.130
C 0.060 2.355 4.345 0.03 0.24 -0.05 0.074
C 0.068 2.158 2.974 0.04 0.04 -0.06 -0.035
C -0.187 0.878 2.403 0.03 -0.12 -0.37 -0.238
O -0.058 0.661 1.134 -0.02 0.40 0.13 -0.143
N 0.440 3.327 2.163 0.25 0.05 -0.04 -0.331
O 0.571 3.213 0.953 -0.09 -0.08 0.18 0.055
O 0.636 4.383 2.746 -0.15 -0.22 -0.03 0.057
N -0.167 1.501 6.624 0.15 -0.03 0.09 -0.356
O 0.110 2.613 7.044 -0.11 -0.11 -0.15 0.063
O -0.356 0.532 7.337 -0.07 0.10 -0.15 0.071
H -0.859 -0.744 5.320 -0.02 -0.04 -0.01 0.134
H 0.307 3.321 4.754 0.02 0.06 0.00 0.129
C -4.330 4.374 -3.340 0.10 0.02 0.07 -0.043
C -3.349 3.259 -3.084 -0.07 0.03 0.00 -0.257
C -3.659 2.213 -2.216 0.05 -0.04 0.01 -0.017
C -2.771 1.169 -2.008 -0.03 0.05 0.03 -0.044
C -1.558 1.183 -2.680 -0.09 -0.12 0.03 -0.393
C -1.202 2.231 -3.511 0.03 0.04 -0.04 -0.074
C -2.106 3.262 -3.711 0.03 0.05 -0.05 -0.035
S -0.458 -0.197 -2.510 0.10 0.07 0.14 1.002
C -1.315 -1.365 -3.548 -0.06 -0.03 -0.07 -0.236
O -0.715 -0.720 -1.110 -0.10 0.09 0.14 -0.578
H -5.304 4.154 -2.905 0.03 0.00 -0.01 0.077
H -4.459 4.538 -4.411 -0.01 -0.01 0.03 0.083
H -3.971 5.313 -2.907 -0.02 -0.07 -0.02 0.089
H -4.609 2.213 -1.694 0.02 0.01 -0.03 0.119
H -2.999 0.362 -1.318 0.01 0.06 -0.06 0.126
H -0.231 2.248 -3.994 -0.04 -0.02 0.00 0.112
H -1.839 4.088 -4.362 -0.01 -0.04 0.01 0.119
H -2.293 -1.541 -3.102 -0.01 0.00 -0.06 0.067
H -0.739 -2.289 -3.570 -0.01 0.06 0.02 0.027
H -1.402 -0.922 -4.541 -0.01 -0.05 0.03 0.069
F 1.741 -1.202 1.802 -0.05 0.01 -0.26 -0.351